[1]
Density functional theory data (ωB97M-V with the def2-TZVPD basis set) for a 11-piece molecular cluster, C36H103N9O11 overall.

Values from the calculation:
SMILES: COC[C@H](C)N.COC[C@H](C)N.COC[C@H](C)N.COC[C@H](C)N.COC[C@H](C)N.COC[C@H](C)N.COC[C@H](C)N.COC[C@H](C)N.COC[C@H](C)N.O.O
Energy relative to the best compared isomer or geometry (same formula, charge and spin) (kJ/mol): 329.7
Frontier orbital gap (Eh): 0.3384
Charge: 0
HOMO (eV): -8.99

```
159
Properties=species:S:1:pos:R:3:lowdin_charge:R:1
C -18.468 -16.002 7.091 -0.09
O -19.113 -16.047 5.839 -0.18
C -20.324 -16.816 5.828 -0.17
C -20.087 -18.370 5.976 -0.40
C -18.971 -18.914 5.086 -0.06
N -21.314 -19.074 5.506 0.02
H -18.804 -15.208 7.759 0.08
H -17.396 -15.894 6.924 0.07
H -18.600 -16.934 7.641 0.07
H -20.949 -16.479 6.654 0.10
H -20.994 -16.623 4.990 0.12
H -19.891 -18.709 6.993 0.12
H -18.006 -18.446 5.282 0.05
H -19.139 -18.672 4.036 0.08
H -18.863 -19.987 5.242 0.09
H -21.300 -19.092 4.496 0.06
H -22.082 -18.445 5.692 0.05
C -12.437 -16.142 11.222 -0.05
O -13.719 -16.188 11.879 -0.27
C -13.837 -16.009 13.295 -0.14
C -13.492 -14.608 13.862 -0.45
C -14.017 -14.257 15.207 -0.06
N -14.006 -13.590 12.969 0.06
H -12.449 -16.590 10.229 0.07
H -11.860 -16.783 11.889 0.06
H -11.991 -15.147 11.227 0.10
H -14.913 -16.157 13.393 0.12
H -13.230 -16.788 13.756 0.11
H -12.412 -14.492 13.776 0.13
H -13.647 -15.052 15.855 0.08
H -15.075 -14.502 15.306 0.06
H -13.661 -13.315 15.623 0.09
H -13.937 -13.975 12.038 0.05
H -15.007 -13.590 13.105 0.05
C -15.842 -13.598 6.189 -0.10
O -14.456 -13.375 6.246 -0.23
C -13.935 -12.389 7.091 -0.17
C -12.443 -12.024 6.614 -0.35
C -11.493 -13.247 6.523 -0.07
N -11.783 -11.075 7.586 0.02
H -16.347 -13.825 7.127 0.07
H -16.126 -14.384 5.488 0.09
H -16.229 -12.637 5.850 0.09
H -14.501 -11.462 6.999 0.11
H -13.965 -12.740 8.122 0.12
H -12.488 -11.587 5.616 0.12
H -11.308 -13.611 7.534 0.08
H -10.568 -12.918 6.051 0.06
H -11.850 -14.146 6.020 0.05
H -12.312 -10.217 7.655 0.06
H -10.922 -10.742 7.175 0.06
C -15.475 -20.959 10.708 -0.13
O -16.686 -20.272 10.866 -0.18
C -16.565 -18.899 11.414 -0.13
C -17.908 -18.167 11.666 -0.37
C -18.786 -18.193 10.432 -0.05
N -17.602 -16.741 11.908 0.05
H -14.736 -20.599 9.992 0.08
H -15.769 -21.917 10.277 0.09
H -14.969 -21.199 11.643 0.07
H -16.230 -19.070 12.437 0.10
H -15.796 -18.328 10.894 0.10
H -18.422 -18.495 12.570 0.14
H -18.280 -17.934 9.502 0.07
H -19.577 -17.446 10.491 0.05
H -19.297 -19.144 10.280 0.08
H -17.393 -16.644 12.891 0.04
H -18.482 -16.245 11.907 0.04
C -22.121 -13.919 8.172 -0.09
O -20.871 -13.821 8.866 -0.25
C -20.182 -12.584 8.616 -0.16
C -19.314 -12.199 9.873 -0.38
C -18.125 -13.088 10.126 -0.06
N -20.106 -12.297 11.118 0.05
H -22.321 -14.981 8.311 0.09
H -21.952 -13.820 7.100 0.08
H -22.892 -13.199 8.446 0.09
H -19.585 -12.885 7.755 0.12
H -20.829 -11.735 8.396 0.12
H -19.057 -11.155 9.694 0.13
H -18.399 -13.975 10.696 0.06
H -17.410 -12.588 10.780 0.09
H -17.576 -13.355 9.223 0.07
H -21.075 -12.276 10.832 0.07
H -19.995 -13.223 11.505 0.02
C -15.439 -19.618 6.492 -0.12
O -14.214 -19.582 7.194 -0.19
C -13.968 -18.374 7.933 -0.16
C -14.109 -17.068 7.090 -0.41
C -13.205 -17.054 5.876 -0.05
N -13.634 -15.940 7.930 0.08
H -15.792 -18.757 5.924 0.07
H -16.218 -20.067 7.107 0.09
H -15.252 -20.372 5.727 0.09
H -14.697 -18.345 8.742 0.10
H -12.959 -18.420 8.343 0.12
H -15.121 -16.973 6.695 0.11
H -13.557 -17.904 5.292 0.08
H -12.211 -17.425 6.127 0.07
H -13.213 -16.115 5.323 0.08
H -13.788 -15.195 7.267 0.03
H -14.302 -15.780 8.670 0.02
C -9.870 -16.317 7.451 -0.14
O -9.225 -15.706 6.384 -0.19
C -9.602 -16.163 5.094 -0.19
C -8.830 -15.478 3.949 -0.39
C -9.163 -13.945 3.726 -0.06
N -9.025 -16.113 2.656 0.01
H -9.856 -17.404 7.368 0.08
H -10.921 -16.035 7.516 0.05
H -9.363 -16.035 8.374 0.09
H -9.466 -17.241 5.188 0.12
H -10.668 -16.036 4.903 0.10
H -7.766 -15.656 4.100 0.13
H -8.585 -13.510 2.910 0.07
H -8.802 -13.438 4.621 0.06
H -10.223 -13.742 3.574 0.07
H -10.003 -16.315 2.509 0.06
H -8.828 -15.448 1.921 0.06
C -16.889 -17.858 15.732 -0.08
O -17.444 -16.713 15.049 -0.22
C -18.157 -15.775 15.890 -0.17
C -18.831 -14.680 15.030 -0.45
C -17.866 -13.916 14.134 -0.06
N -19.568 -13.677 15.777 0.04
H -17.616 -18.136 16.496 0.08
H -15.961 -17.706 16.283 0.08
H -16.752 -18.735 15.098 0.08
H -18.986 -16.186 16.468 0.12
H -17.494 -15.125 16.460 0.12
H -19.556 -15.242 14.441 0.12
H -18.371 -13.095 13.625 0.07
H -17.472 -14.471 13.283 0.05
H -17.061 -13.461 14.712 0.08
H -20.298 -14.084 16.344 0.07
H -20.212 -13.237 15.135 0.07
C -13.274 -19.797 14.133 -0.13
O -11.910 -19.666 14.022 -0.20
C -11.358 -19.493 12.709 -0.15
C -9.979 -18.683 12.717 -0.46
C -9.383 -18.475 11.307 -0.05
N -9.026 -19.324 13.493 0.03
H -13.639 -18.926 14.678 0.08
H -13.582 -20.729 14.607 0.09
H -13.717 -19.881 13.141 0.06
H -11.356 -20.478 12.244 0.13
H -12.094 -18.895 12.172 0.09
H -10.098 -17.700 13.173 0.13
H -10.191 -18.323 10.591 0.06
H -8.779 -19.303 10.935 0.08
H -8.798 -17.559 11.226 0.08
H -9.025 -20.197 12.985 0.07
H -9.465 -19.727 14.309 0.07
O -15.578 -15.742 10.030 -0.08
H -16.273 -16.018 10.627 -0.02
H -14.819 -16.265 10.287 -0.01
O -20.411 -15.334 11.480 -0.05
H -21.141 -15.950 11.423 0.05
H -20.610 -14.665 10.825 0.00
```

***

[2]
Density functional theory data (ωB97M-V with the def2-TZVPD basis set) for a 13-piece molecular cluster, C36H105N15O15 overall.

Values from the calculation:
Spin multiplicity: 2
Frontier orbital gap (spin up / spin down) (Eh): 0.3243 / 0.1083
Charge: +1
HOMO (spin up / spin down) (eV): -10.74 / -10.74

```
171
Properties=species:S:1:pos:R:3:mulliken_spin:R:1
C 0.374 -2.110 5.295 0.00
C 1.684 -1.345 5.320 0.00
C 2.282 -1.055 3.910 0.00
O 3.450 -0.323 3.913 0.00
C 4.522 -0.821 4.775 0.00
N 1.417 -0.140 6.105 0.00
H -0.500 -1.524 5.012 0.00
H 0.127 -2.614 6.229 0.00
H 0.330 -2.959 4.614 0.00
H 2.367 -1.969 5.897 0.00
H 1.600 -0.403 3.363 0.00
H 2.323 -1.968 3.316 0.00
H 4.071 -0.672 5.756 0.00
H 5.408 -0.223 4.559 0.00
H 4.839 -1.859 4.679 0.00
H 0.807 0.461 5.568 0.00
H 2.256 0.422 6.121 0.00
C -5.116 -4.334 -2.230 0.00
C -5.665 -3.338 -1.263 0.00
C -4.564 -2.505 -0.733 0.00
O -4.959 -1.698 0.307 0.00
C -3.961 -0.836 0.911 0.00
N -6.652 -2.512 -1.902 0.00
H -5.765 -5.176 -2.471 0.00
H -4.303 -4.781 -1.657 0.00
H -4.710 -3.822 -3.103 0.00
H -6.193 -3.858 -0.464 0.00
H -4.066 -2.066 -1.598 0.00
H -3.814 -3.231 -0.420 0.00
H -3.408 -0.323 0.124 0.00
H -3.223 -1.375 1.504 0.00
H -4.355 -0.072 1.581 0.00
H -7.494 -3.045 -2.065 0.00
H -6.908 -1.740 -1.303 0.00
C 1.988 -5.490 -2.112 0.00
C 1.080 -4.283 -2.094 0.00
C -0.328 -4.549 -1.461 0.00
O -1.235 -3.441 -1.678 0.00
C -1.582 -3.238 -3.027 0.00
N 1.696 -3.181 -1.428 0.00
H 1.885 -6.014 -1.162 0.00
H 3.040 -5.291 -2.319 0.00
H 1.635 -6.209 -2.851 0.00
H 1.082 -4.035 -3.155 0.00
H -0.269 -4.748 -0.390 0.00
H -0.700 -5.444 -1.960 0.00
H -1.601 -2.168 -3.233 0.00
H -2.540 -3.755 -3.083 0.00
H -0.834 -3.647 -3.707 0.00
H 2.671 -3.125 -1.684 0.00
H 1.784 -3.430 -0.453 0.00
C -2.552 2.924 1.740 -0.02
C -3.338 3.856 0.827 -0.02
C -2.513 5.081 0.341 0.15
O -3.403 6.079 -0.217 0.01
C -2.690 7.220 -0.651 0.01
N -3.904 3.062 -0.221 0.76
H -2.175 3.447 2.619 0.00
H -1.834 2.537 1.017 0.00
H -3.136 2.079 2.106 -0.01
H -4.212 4.175 1.393 0.05
H -1.784 4.788 -0.415 0.01
H -1.969 5.566 1.151 0.01
H -1.629 7.318 -0.422 0.00
H -3.206 8.076 -0.218 0.00
H -2.803 7.311 -1.731 0.00
H -4.307 3.538 -1.016 0.00
H -3.081 2.668 -0.654 0.03
C 3.675 0.892 -3.278 0.00
C 4.124 -0.371 -2.600 0.00
C 5.724 -0.481 -2.738 0.00
O 6.082 -0.436 -4.164 0.00
C 7.496 -0.470 -4.391 0.00
N 3.645 -0.365 -1.267 0.00
H 4.116 1.746 -2.765 0.00
H 2.587 0.857 -3.213 0.00
H 3.868 0.854 -4.350 0.00
H 3.670 -1.183 -3.169 0.00
H 6.095 -1.436 -2.368 0.00
H 6.222 0.323 -2.197 0.00
H 7.958 -1.368 -3.982 0.00
H 7.963 0.408 -3.946 0.00
H 7.677 -0.317 -5.455 0.00
H 3.751 -1.265 -0.819 0.00
H 2.658 -0.362 -1.479 0.00
C -2.305 -0.364 6.826 0.00
C -2.899 0.875 6.089 0.00
C -2.185 1.215 4.768 0.00
O -0.775 1.666 4.987 0.00
C -0.175 2.160 3.796 0.00
N -4.397 0.736 5.834 0.00
H -2.716 -1.296 6.439 0.00
H -2.572 -0.289 7.881 0.00
H -1.222 -0.390 6.708 0.00
H -2.809 1.730 6.759 0.00
H -2.743 2.091 4.438 0.00
H -2.322 0.399 4.058 0.00
H -0.309 1.474 2.960 0.00
H 0.913 2.145 3.850 0.00
H -0.499 3.161 3.513 0.00
H -4.546 -0.034 5.198 0.00
H -4.966 0.543 6.646 0.00
C 5.975 0.013 1.353 0.00
C 5.266 1.314 1.349 0.00
C 5.704 2.205 0.103 0.00
O 7.063 2.429 -0.172 0.00
C 7.232 3.206 -1.416 0.00
N 3.802 1.129 1.423 0.00
H 5.906 -0.590 0.447 0.00
H 5.704 -0.668 2.159 0.00
H 7.046 0.149 1.504 0.00
H 5.535 1.744 2.314 0.00
H 5.268 3.198 0.208 0.00
H 5.261 1.777 -0.796 0.00
H 6.306 3.344 -1.974 0.00
H 8.004 2.658 -1.956 0.00
H 7.702 4.186 -1.327 0.00
H 3.677 0.532 0.619 0.00
H 3.559 0.575 2.232 0.00
C -5.427 -0.063 -3.907 0.00
C -4.200 0.910 -3.707 0.00
O -3.430 0.989 -4.791 0.00
O -5.021 -1.416 -3.937 0.00
H -6.037 0.178 -4.778 0.00
H -6.052 0.094 -3.029 0.00
H -3.502 0.786 -2.879 0.00
H -4.649 1.900 -3.622 0.00
H -3.117 0.088 -4.897 0.00
H -5.600 -1.848 -3.305 0.00
C -0.162 -0.111 -1.133 0.00
C 0.090 -0.723 0.329 0.00
O -0.739 -1.829 0.566 0.00
O 0.725 -0.683 -2.128 0.00
H -0.127 0.979 -1.143 0.00
H -1.192 -0.364 -1.383 0.00
H -0.384 -0.044 1.039 0.00
H 1.121 -0.803 0.675 0.00
H -0.833 -2.277 -0.277 0.00
H 0.849 -1.628 -2.012 0.00
C 1.689 3.598 0.003 0.00
O 0.805 4.369 -0.284 0.00
N 2.400 3.645 1.086 0.00
N 2.202 2.753 -0.863 0.00
H 2.352 4.560 1.512 0.00
H 3.108 2.939 1.228 0.00
H 1.791 2.842 -1.781 0.00
H 2.826 2.029 -0.538 0.00
C -2.666 -3.943 3.692 0.00
O -3.119 -2.968 4.295 0.00
N -2.915 -5.202 4.056 0.00
N -1.886 -3.956 2.658 0.00
H -3.636 -5.423 4.727 0.00
H -2.264 -5.786 3.551 0.00
H -1.380 -3.123 2.395 0.00
H -1.655 -4.892 2.356 0.00
C -1.372 3.559 -3.122 0.00
O -1.519 2.696 -2.328 0.01
N -1.864 3.431 -4.350 0.00
N -0.588 4.629 -3.035 0.00
H -2.631 2.800 -4.531 0.00
H -1.786 4.161 -5.043 0.00
H -0.155 4.673 -2.124 0.00
H -0.563 5.399 -3.688 0.00
C -0.278 0.098 -5.423 0.00
O -0.618 0.345 -6.530 0.00
N 0.312 -0.991 -5.200 0.00
N -0.439 0.705 -4.329 0.00
H 0.373 -1.607 -5.999 0.00
H 0.957 -1.102 -4.431 0.00
H -1.058 1.493 -4.205 0.00
H 0.033 0.222 -3.578 0.00
```